99
Properties=species:S:1:pos:R:3 method="wB97M-V/def2-TZVPD" charge=+1 homo_lumo_gap_ev="5.5 / 5.5" total_energy_ev=-333865.3644 homo_energy_ev="-9.2827 / -9.2826" lumo_energy_ev="-3.77 / -3.77"
C -2.99742 -4.70423 -1.68439
C 5.13822 2.70301 1.47551
H 3.04412 -2.87379 3.34784
Se 5.96801 -1.94289 1.01250
H -0.74507 2.93735 3.81360
H -4.78017 2.36815 -0.33471
C -0.74767 1.90188 3.45686
H 2.13921 3.15046 -0.08954
C -2.92065 -2.29789 -1.42028
H 0.73769 4.66847 -3.16161
C -0.73791 3.68616 -0.27784
C -3.55077 -3.43755 -1.87858
Se 2.61123 -1.18578 -0.62554
H 3.04124 -1.48728 -3.68634
C 0.15623 -0.23385 -2.72508
H -2.91167 0.34634 -3.53557
C 2.32159 -0.67181 -3.62892
H -0.68487 1.24866 4.32719
C 0.03043 1.78448 -1.51919
C 0.58948 -2.45341 -3.70803
H -3.27430 2.86014 -1.13979
H -3.04119 3.90619 2.44922
H 5.63326 1.03941 2.72911
H 1.05575 2.22631 -3.34503
C -2.02875 0.79128 -3.07526
I -3.85196 -2.44072 4.54868
H 0.12425 -0.35023 -5.35138
H 0.10960 1.73667 2.81410
C 2.90142 2.71591 0.54529
N 0.69968 -2.89504 0.87621
C -1.74113 -1.35242 2.54041
C -1.15615 -3.67029 -0.51765
H -3.37966 2.45047 4.09447
H 4.31250 -0.86371 2.93357
N -0.46220 -1.00784 2.45105
C -3.70265 2.20441 -0.37495
Se 4.84610 -3.42338 -2.53881
C 0.51468 2.64408 -2.50358
H -3.59869 4.48800 0.88144
H -0.60160 -1.89524 5.55556
H 6.12133 3.14681 1.53854
C -3.65291 3.65434 1.58752
C 3.42124 -0.41077 2.49095
C -1.81599 -4.81607 -0.99104
H -4.03050 1.27083 2.94006
N 1.04401 -1.19721 -3.13632
H -1.36691 -1.27731 -5.08064
H -1.44264 0.44466 -5.48865
C -0.84858 -1.67904 4.52977
H 1.89087 -4.42970 1.67716
H -4.49865 -3.34623 -2.39413
O 1.39420 1.00622 1.22114
O -1.06508 -1.30728 -0.35995
C 4.86056 1.53806 2.15722
Sb 5.59130 -1.56566 -1.29315
C -0.02534 -3.81396 0.33311
H -1.16403 4.10570 0.62528
N -1.06331 1.39404 0.58198
H -1.97632 1.85037 -3.33911
C -0.26364 4.53641 -1.26197
H -3.02321 0.73417 4.29140
C -3.16899 1.52388 3.55308
C -0.88054 -0.31012 -4.94193
C 1.53604 -3.44031 1.96949
H -0.45256 -2.63016 -3.44019
H -3.52294 1.16823 -0.64161
N -0.85865 0.07413 -3.53384
C 2.61934 1.56515 1.26563
C 2.72842 -2.60105 2.33577
H 2.71631 0.06901 -2.93636
N 2.40931 -1.17462 2.24857
H -4.69036 3.53874 1.90753
H -2.38985 -1.26214 1.68532
N 0.06605 -1.21684 3.66475
C 0.34894 4.01335 -2.39403
N 0.34537 0.40635 -1.56323
H -0.34563 5.60722 -1.13139
W 0.67903 -0.62465 0.43962
Se 5.62104 0.62124 -2.11774
H 4.40291 4.16050 0.08652
C -2.03658 -1.78385 3.83708
H 1.05495 -1.02978 3.77325
H -3.50398 -5.58385 -2.05481
H 3.57331 -2.80678 1.67243
C 3.59469 0.94643 2.05296
C -1.69199 -2.39785 -0.75331
H 1.20015 -3.25784 -3.29113
H -1.38594 -5.79120 -0.79547
N -3.15521 2.45099 0.93957
H 0.68692 -2.48796 -4.79773
C 4.16503 3.27252 0.65770
H -2.09215 0.69319 -1.99842
H 0.87169 -3.57059 2.82822
H 0.20178 -4.84743 0.60030
N -1.97619 1.61806 2.73001
C -0.64956 2.29609 -0.41371
H -3.35721 -1.32042 -1.56719
C -2.03035 1.81880 1.38557
H 2.22084 -0.21533 -4.62098